Formula: C3H6N4
Source: the OMol25 dataset
Level of theory: ωB97M-V with the def2-TZVPD basis set

As for the frontier orbital gap: 0.31112 Eh. The electronic energy comes out at -336.74527 Eh. As for the HOMO energy: -7.9 eV. The value obtained for the energy above the lowest of the compared OMol25 structures with the same formula, charge and spin is 128.0 kcal per mole.

Last column: Mulliken charge in e.
Geometry (Å):
C: -1.039 0.268 0.043  0.59
C: -0.067 -0.674 -0.128  -0.58
C: 0.720 1.465 -0.133  -0.15
H: -3.407 0.320 -0.269  0.25
H: -2.456 -1.485 -0.263  0.26
H: 0.072 -1.779 0.339  0.21
H: 2.043 -0.483 1.159  0.30
H: 2.591 -1.333 -0.374  0.31
H: 1.283 2.294 -0.152  0.50
N: -2.420 -0.218 -0.022  -0.57
N: 1.035 0.249 -0.381  0.30
N: 2.293 -0.253 0.059  -0.79
N: -0.648 1.629 0.122  -0.62


Formula: C3H6N4
Source: the OMol25 dataset
Level of theory: ωB97M-V with the def2-TZVPD basis set

The SMILES is Cc1nc(N)n[nH]1. As for the frontier orbital gap: 0.33154 Eh. The electronic energy comes out at -336.83589 Eh. As for the HOMO energy: -8.2 eV. The value obtained for the energy above the lowest of the compared OMol25 structures with the same formula, charge and spin is 71.1 kcal per mole.

Last column: Mulliken charge in e.
Geometry (Å):
C: 0.144 -0.092 0.527  0.42
C: -0.950 0.173 -1.473  0.49
C: 1.005 -0.646 1.488  -0.87
N: -0.232 -0.824 -1.054  -0.58
N: -0.963 1.375 -0.756  -0.86
N: -0.292 1.144 0.382  0.30
N: -1.645 0.143 -2.666  -0.44
H: 1.009 0.089 2.418  0.21
H: 0.566 -1.623 1.756  0.25
H: 2.006 -1.093 1.359  0.29
H: -0.530 1.786 1.085  0.28
H: -1.549 -0.812 -3.071  0.26
H: -1.515 0.887 -3.257  0.24


Formula: C3H6N4O
Source: the OMol25 dataset
Level of theory: ωB97M-V with the def2-TZVPD basis set

The SMILES is c1nnn[nH]1.CC=O. As for the frontier orbital gap: 0.38755 Eh. The electronic energy comes out at -412.08565 Eh. As for the HOMO energy: -9.8 eV. The value obtained for the energy above the lowest of the compared OMol25 structures with the same formula, charge and spin is 77.4 kcal per mole.

Last column: Mulliken charge in e.
Geometry (Å):
C: -0.256 1.715 -2.559  0.05
C: -0.420 -1.253 0.782  -1.10
C: 0.605 -0.165 1.087  0.24
N: -1.234 0.788 -2.656  -0.44
N: 0.845 1.053 -2.172  0.03
N: -0.689 -0.295 -2.142  -0.11
N: 0.558 -0.202 -1.836  -0.24
O: 0.645 0.845 0.472  -0.44
H: -0.205 2.732 -2.927  0.40
H: -1.251 -0.742 0.382  0.37
H: -0.188 -1.728 -0.153  0.37
H: -0.751 -1.818 1.726  0.30
H: 1.498 -0.442 1.843  0.28
H: 1.831 1.436 -2.019  0.28


Formula: C3H6N4O
Source: the OMol25 dataset
Level of theory: ωB97M-V with the def2-TZVPD basis set

As for the frontier orbital gap: 0.36641 Eh. The electronic energy comes out at -411.91010 Eh. As for the HOMO energy: -9.7 eV. The value obtained for the energy above the lowest of the compared OMol25 structures with the same formula, charge and spin is 187.5 kcal per mole.

Last column: Mulliken charge in e.
Geometry (Å):
C: -2.742 0.041 -0.494  -0.84
C: 0.213 -0.256 -0.201  0.49
C: 1.515 -1.015 -0.080  0.19
H: -3.772 0.072 0.089  0.30
H: -2.186 0.745 -1.213  0.26
H: -2.558 -0.796 -1.112  0.41
H: -2.233 -0.742 1.373  0.33
H: -0.307 1.109 1.284  0.39
H: 1.393 2.456 -0.861  0.39
N: -1.671 -0.132 0.621  -0.26
N: -0.741 -1.018 0.034  -0.52
N: 0.304 1.182 0.070  -0.33
N: 2.580 -1.489 -0.053  -0.40
O: 1.555 1.843 0.049  -0.38


Formula: C3H6N4O
Source: the OMol25 dataset
Level of theory: ωB97M-V with the def2-TZVPD basis set

The SMILES is NCc1nn[nH]c1O. As for the frontier orbital gap: 0.33257 Eh. The electronic energy comes out at -412.07765 Eh. As for the HOMO energy: -8.5 eV. The value obtained for the energy above the lowest of the compared OMol25 structures with the same formula, charge and spin is 82.4 kcal per mole.

Last column: Mulliken charge in e.
Geometry (Å):
C: -0.843 -1.005 -0.168  -0.35
C: 0.563 -0.562 -0.177  0.14
C: 0.853 0.814 -0.140  0.57
H: -2.821 0.114 -0.397  0.28
H: -2.313 0.061 1.222  0.24
H: -0.912 -1.959 0.367  0.33
H: -1.375 -1.422 -1.189  0.19
H: 2.931 1.616 0.621  0.35
H: -0.862 1.319 -0.088  0.56
N: -1.914 0.061 0.185  -0.74
N: 1.740 -1.258 -0.026  -0.23
N: 2.716 -0.485 0.016  -0.68
N: 2.242 0.856 -0.006  -0.06
O: -0.005 1.850 -0.219  -0.61


Formula: C3H6N4O
Source: the OMol25 dataset
Level of theory: ωB97M-V with the def2-TZVPD basis set

The SMILES is [H]/N=c1/nc[nH]n1OC. As for the frontier orbital gap: 0.36962 Eh. The electronic energy comes out at -412.05184 Eh. As for the HOMO energy: -9.4 eV. The value obtained for the energy above the lowest of the compared OMol25 structures with the same formula, charge and spin is 98.6 kcal per mole.

Last column: Mulliken charge in e.
Geometry (Å):
C: 2.146 -0.022 -0.061  -0.57
C: -1.915 -1.021 -0.242  0.04
C: -1.263 0.942 0.057  0.48
H: 2.859 0.570 -0.691  0.23
H: 2.430 -1.031 -0.196  0.27
H: 2.214 0.295 0.958  0.32
H: -0.463 -1.863 0.836  0.26
H: -2.489 -1.912 -0.295  0.42
H: -0.179 2.417 -0.032  0.30
N: -0.073 0.094 0.408  0.09
N: -0.560 -1.197 0.087  -0.38
N: -2.396 0.150 -0.303  -0.49
N: -1.148 2.212 0.070  -0.66
O: 0.838 0.367 -0.596  -0.30


Formula: C3H6N4O
Source: the OMol25 dataset
Level of theory: ωB97M-V with the def2-TZVPD basis set

The SMILES is [H]/N=c1\nc[nH]n1OC. As for the frontier orbital gap: 0.35975 Eh. The electronic energy comes out at -412.06999 Eh. As for the HOMO energy: -9.1 eV. The value obtained for the energy above the lowest of the compared OMol25 structures with the same formula, charge and spin is 87.2 kcal per mole.

Last column: Mulliken charge in e.
Geometry (Å):
C: 1.824 -0.254 0.599  -0.58
C: -1.835 -0.692 0.104  0.01
C: -0.544 0.997 -0.344  0.50
H: 1.316 -1.096 1.080  0.27
H: 2.907 -0.315 0.556  0.28
H: 1.492 0.655 1.139  0.27
H: -0.776 -1.939 -1.141  0.27
H: -2.661 -1.362 0.274  0.39
H: -0.704 2.802 0.018  0.28
N: 0.020 -0.131 -0.931  0.17
N: -0.612 -1.269 -0.402  -0.37
N: -1.810 0.601 0.206  -0.58
N: -0.034 2.143 -0.373  -0.60
O: 1.417 -0.139 -0.785  -0.29


Formula: C3H6N4O
Source: the OMol25 dataset
Level of theory: ωB97M-V with the def2-TZVPD basis set

The SMILES is N/N=c1/ccn(N)o1. As for the frontier orbital gap: 0.34686 Eh. The electronic energy comes out at -411.96467 Eh. As for the HOMO energy: -8.8 eV. The value obtained for the energy above the lowest of the compared OMol25 structures with the same formula, charge and spin is 153.3 kcal per mole.

Last column: Mulliken charge in e.
Geometry (Å):
C: -0.711 0.176 -0.233  0.56
C: 0.151 1.308 -0.064  0.03
C: 1.426 0.994 -0.444  -0.98
H: -3.716 -0.342 0.415  0.26
H: -2.543 -1.457 0.161  0.24
H: -0.347 2.224 0.452  0.31
H: 2.332 1.377 -0.426  0.64
H: 2.806 -1.649 0.429  0.26
H: 2.228 -0.136 1.045  0.30
N: -2.995 -0.623 -0.212  -0.54
N: -1.884 0.488 -0.070  -0.29
N: 1.362 -0.455 -0.836  0.03
N: 1.931 -1.011 0.441  -0.53
O: -0.040 -0.894 -0.656  -0.29


Formula: C3H6N4O
Source: the OMol25 dataset
Level of theory: ωB97M-V with the def2-TZVPD basis set

As for the frontier orbital gap: 0.34638 Eh. The electronic energy comes out at -412.05459 Eh. As for the HOMO energy: -9.1 eV. The value obtained for the energy above the lowest of the compared OMol25 structures with the same formula, charge and spin is 96.9 kcal per mole.

Last column: Mulliken charge in e.
Geometry (Å):
C: 0.321 -1.087 0.297  -0.66
C: 1.045 0.237 0.300  0.23
C: -0.986 -0.924 0.098  0.24
N: 0.010 1.154 -0.022  -1.14
N: -1.113 0.558 -0.039  1.39
N: 2.395 0.074 -0.344  -0.55
N: -2.313 0.980 -0.175  -0.95
O: -2.107 -1.663 0.033  -0.50
H: 0.923 -1.949 0.444  0.42
H: 1.299 0.416 1.292  0.26
H: 2.481 0.387 -1.335  0.26
H: 2.964 0.761 0.007  0.25
H: -2.752 -0.981 -0.421  0.45
H: -2.167 2.035 -0.134  0.29